# 1
{"formula": "C28H27Ge2N3O4S5Ti", "method": "ωB97M-V with the def2-TZVPD basis set", "elements": ["O", "H", "H", "S", "C", "H", "H", "S", "C", "S", "H", "C", "C", "H", "O", "H", "H", "N", "Ge", "C", "H", "N", "C", "C", "H", "H", "H", "S", "H", "C", "C", "C", "H", "O", "C", "C", "C", "C", "H", "C", "C", "H", "S", "C", "H", "H", "H", "H", "C", "C", "H", "O", "C", "C", "C", "H", "H", "C", "H", "H", "Ti", "N", "H", "C", "H", "C", "C", "Ge", "C", "C"], "xyz": [[-6.3069, 2.2679, -0.6635], [2.1871, -2.6660, -4.9419], [-3.7833, 5.6306, -0.7499], [2.5292, 3.6904, -3.1447], [2.4329, -2.0126, -4.1122], [-1.0532, -0.5992, 4.7562], [-0.0501, -2.4429, 2.1960], [3.8696, 3.6293, -0.6519], [-0.3410, 2.6232, 4.0154], [1.7730, 1.8852, 0.7098], [-2.9298, -2.2251, 0.7739], [-1.1491, 0.3085, 2.8306], [-0.9191, 0.3139, 4.1944], [-0.5032, 3.3955, 2.0207], [-6.2959, 4.4850, -0.7611], [-1.8039, -3.2888, 1.6625], [-2.8752, -3.9599, 0.4302], [-2.0319, 2.9483, -0.3332], [0.6911, -1.0013, -0.3469], [3.5726, -1.2235, -4.1641], [-1.3519, 4.8385, -0.5010], [-0.9724, 1.3945, 2.0738], [-5.6972, 3.4428, -0.6833], [1.7288, 2.7872, -1.8865], [-1.8144, -3.4298, -3.0596], [4.2228, -1.2576, -5.0306], [0.5987, -4.7187, 0.0708], [5.0859, 5.1907, -2.8831], [0.7229, -2.6006, -2.9952], [-4.2026, 3.4465, -0.5705], [-3.4663, 4.6113, -0.6122], [-3.3379, 0.9090, -0.4260], [1.1095, -3.2718, 4.1856], [-4.4313, 0.3749, -0.4968], [-0.0369, -4.5992, -0.8110], [-3.2408, 2.4333, -0.4086], [-2.2658, -3.0903, 0.6931], [1.0289, -2.3454, 2.2468], [4.8590, -2.1546, 2.4442], [3.0666, -2.7553, 3.4597], [-0.6068, 2.5330, 2.6605], [3.6969, -1.2980, 0.4686], [0.2114, 1.9854, -2.2487], [1.6818, -2.8289, 3.3765], [-1.4625, -0.5880, 2.3106], [-0.7589, -5.4225, -0.8326], [3.5845, -3.1219, 4.3381], [-0.2684, 1.5093, 5.8471], [-0.4899, 1.4857, 4.7872], [3.8651, -0.3841, -3.0959], [-0.0158, 3.5629, 4.4368], [-2.1965, 0.3061, -0.4085], [3.0204, -0.3390, -1.9924], [3.7771, -2.2068, 2.3991], [2.3577, 2.7646, -0.7033], [-5.6620, 1.5174, -0.5576], [-1.5621, -1.6814, -2.8954], [1.7168, -1.7707, 1.1710], [3.2545, 0.3503, -1.1870], [0.5986, -4.6714, -1.6968], [-0.5879, 1.2843, 0.0270], [-2.1752, 4.2589, -0.4563], [-2.9822, -2.4328, -2.1679], [3.1113, -1.7209, 1.2772], [4.7480, 0.2443, -3.1209], [3.8900, 4.2217, -2.2604], [-1.9203, -2.5759, -2.3853], [-0.9122, -2.8442, -0.7080], [1.5989, -1.9687, -2.9996], [1.8691, -1.1328, -1.9129]], "atomic_forces_ev_per_a": [[0.03, 0.04, 0.05], [0.00, 0.00, 0.02], [0.00, -0.02, 0.01], [-0.25, -0.03, -0.37], [-0.01, 0.03, 0.05], [0.01, 0.02, 0.03], [0.03, 0.05, 0.02], [0.22, 0.03, 0.40], [-0.12, 0.01, -0.19], [-0.02, 0.64, -0.36], [0.08, -0.03, -0.01], [-0.01, -0.16, 0.11], [-0.12, -0.16, -0.25], [0.06, 0.04, -0.05], [-0.14, 0.08, -0.09], [-0.11, -0.03, -0.01], [0.00, 0.03, 0.03], [-0.16, -0.19, 0.36], [-0.76, -0.67, 0.34], [-0.02, 0.03, 0.05], [-0.01, -0.01, -0.05], [-0.21, 0.05, 0.93], [0.35, -0.13, 0.16], [-0.48, -0.27, -0.36], [0.01, 0.03, 0.03], [-0.01, 0.01, 0.02], [0.01, -0.07, -0.06], [-0.08, -0.08, 0.06], [-0.11, -0.05, 0.02], [-0.42, 0.26, -0.14], [0.13, -0.11, 0.04], [0.32, 0.63, -0.14], [0.01, 0.01, -0.03], [-0.35, -0.07, 0.10], [0.15, -0.25, 0.04], [-0.40, -0.91, -0.09], [-0.23, 0.03, 0.17], [0.08, -0.02, 0.03], [-0.01, 0.01, 0.00], [-0.04, 0.04, -0.05], [0.01, 0.30, 0.52], [-0.03, 0.00, 0.01], [0.16, 0.44, 0.12], [0.02, 0.05, -0.11], [0.03, -0.02, -0.03], [0.02, 0.09, -0.01], [0.00, -0.02, -0.02], [-0.02, 0.02, -0.02], [0.09, 0.04, 0.30], [-0.07, -0.04, 0.04], [0.00, 0.00, 0.02], [-1.44, -0.17, 0.03], [0.01, 0.00, -0.06], [-0.08, 0.01, -0.04], [-0.06, -0.20, 0.52], [0.05, -0.06, -0.13], [-0.02, -0.01, -0.05], [0.24, -0.03, 0.26], [-0.01, -0.09, -0.02], [-0.01, 0.00, 0.06], [2.88, 0.04, -1.77], [0.00, 0.34, 0.02], [0.06, -0.01, -0.02], [-0.04, -0.02, 0.05], [-0.01, 0.01, -0.01], [0.22, 0.10, -0.02], [-0.17, 0.04, -0.04], [0.20, 0.19, -0.24], [0.14, 0.09, 0.02], [0.38, 0.06, -0.22]], "e_tot_ha": -8542.89160, "charge": -1, "spin_multiplicity": 2, "relative_energy_kj_mol": 98.6}

# 2
{"formula": "C28H27MgN3SSi", "method": "ωB97M-V with the def2-TZVPD basis set", "elements": ["H", "C", "H", "H", "H", "H", "C", "H", "H", "H", "H", "N", "C", "N", "C", "C", "H", "C", "H", "C", "H", "C", "C", "C", "C", "C", "H", "C", "C", "C", "H", "C", "C", "H", "H", "C", "C", "C", "C", "H", "C", "C", "C", "Mg", "H", "C", "Si", "H", "S", "N", "H", "H", "H", "C", "C", "H", "C", "H", "H", "H", "H"], "xyz": [[-2.7162, 3.4781, 0.0562], [-0.1979, -0.9263, -2.1166], [4.0461, 2.3835, -6.3820], [-0.1656, -4.1199, 3.7075], [-1.1582, -0.7044, -2.5858], [4.4920, 1.7946, -3.9926], [-3.5913, 4.5287, -5.3998], [-0.0068, 3.3514, -5.4009], [1.8443, 3.4324, -6.9900], [-4.3509, 3.1043, -0.4902], [-1.0347, 2.7345, -1.2386], [1.1038, 2.4477, 0.3734], [-2.5547, 2.3698, -4.8598], [0.2634, 1.0453, 3.7187], [0.7719, 2.4964, 1.7319], [-1.7581, 2.9858, -3.8540], [0.0553, 1.7876, 4.3882], [3.2621, 2.5001, -5.6336], [-2.8996, 6.2134, -4.1897], [0.1917, -0.3280, 3.9526], [-2.4631, 1.2950, -5.0679], [0.6166, 1.2339, 2.4152], [-1.8697, 4.3866, -3.6769], [2.4872, 2.2501, -3.3368], [1.3437, -1.8579, -0.6899], [-2.8094, 5.1416, -4.4098], [0.6970, -2.8173, 1.7029], [-0.1643, -1.0264, 5.0892], [3.5024, 2.1485, -4.2977], [-0.2364, -2.4207, 4.9970], [-4.0582, 2.6559, -6.3918], [1.1530, 2.5733, -3.7257], [-3.2915, 3.0216, -0.7549], [2.7215, 2.0642, -2.2787], [1.3786, 3.8360, -1.2115], [1.1377, 3.6748, -0.1563], [-0.0329, -1.5648, -0.8538], [0.4227, -2.3329, 2.6349], [0.4898, -0.9377, 2.7216], [0.4153, 4.0037, 3.2614], [0.6209, 3.7751, 2.2248], [2.0427, -1.3932, -1.8466], [0.0012, -3.0484, 3.7663], [1.1196, 0.4919, -0.4801], [-3.1288, 3.5734, -1.6758], [2.0190, 3.0346, -5.9832], [-0.4099, 2.2001, -2.7309], [-0.8422, -1.9064, -0.2239], [0.7617, 4.9534, 0.9581], [0.7642, 0.0485, 1.7851], [-0.4781, -3.0098, 5.8808], [1.2890, -0.5280, -3.7626], [-0.3607, -0.4839, 6.0059], [0.9738, 3.0289, -5.0540], [1.0882, -0.8492, -2.7398], [1.7708, -2.4613, 0.0999], [-3.4542, 3.1426, -5.6186], [-1.2080, 4.9108, -2.9636], [-4.3001, 5.1263, -5.9860], [-3.0604, 1.9544, -0.8799], [3.0855, -1.5754, -2.0817]], "atomic_forces_ev_per_a": [[0.04, -0.22, -0.15], [0.63, -1.19, -0.27], [-0.15, 0.12, 0.22], [0.30, 0.11, -0.11], [0.56, 0.16, 0.36], [-0.30, 0.16, -0.14], [0.24, -0.36, 0.37], [0.28, 0.00, 0.21], [0.07, -0.29, 0.37], [0.01, -0.01, -0.01], [1.64, 0.55, -1.89], [0.35, 1.11, 0.44], [0.11, 0.81, 0.43], [0.10, 0.54, 0.11], [0.25, 1.71, -0.78], [-0.01, 0.44, -0.26], [0.14, -0.57, -0.42], [-0.05, 0.17, 0.28], [-0.02, -0.43, -0.28], [-0.22, 0.43, -0.47], [-0.03, 0.49, 0.20], [-0.08, -2.52, 0.17], [-0.75, 0.04, -0.63], [-0.54, 0.09, -0.78], [0.31, 0.09, -0.04], [0.37, -0.25, 0.11], [-0.33, -0.08, 0.25], [0.08, -0.56, 0.35], [-0.15, 0.14, 0.27], [-0.06, 0.87, -0.10], [0.23, 0.20, 0.27], [0.88, 1.29, 0.26], [-0.83, -0.04, 0.41], [-0.06, -0.25, -0.39], [-0.11, 0.10, 0.47], [-0.40, -1.02, 0.40], [-0.04, -0.06, -0.84], [-0.19, -0.21, 0.22], [-0.05, 0.14, 0.53], [-0.07, 0.31, -0.22], [-0.18, -1.04, -0.40], [-0.37, 0.03, 0.09], [0.33, 0.26, -0.47], [-0.92, -1.05, -0.68], [0.07, -0.16, 0.06], [-0.04, -0.37, 0.17], [-1.40, -0.64, 1.57], [0.06, 0.19, 0.15], [0.44, -1.19, 0.05], [0.15, 2.03, 0.02], [-0.06, 0.15, -0.29], [-0.05, 0.21, 0.53], [-0.04, -0.19, 0.08], [0.43, -0.19, -0.23], [-0.69, -0.31, 0.25], [0.13, 0.24, -0.06], [0.16, 0.18, 0.16], [-0.51, -0.41, -0.35], [0.29, -0.34, 0.25], [0.12, 0.44, 0.02], [-0.10, 0.12, 0.16]], "e_tot_ha": -2135.13257, "relative_energy_kj_mol": 0.0}

# 3
{"formula": "C28H27N3O4S", "method": "ωB97M-V with the def2-TZVPD basis set", "elements": ["H", "C", "O", "N", "C", "C", "H", "C", "C", "C", "H", "H", "H", "C", "O", "H", "H", "N", "C", "C", "C", "C", "H", "H", "C", "C", "C", "H", "H", "C", "H", "C", "H", "H", "C", "O", "H", "C", "C", "C", "C", "H", "H", "H", "C", "C", "H", "C", "S", "H", "C", "H", "O", "H", "H", "N", "H", "H", "C", "C", "H", "C", "H"], "xyz": [[-7.8569, -0.9006, -0.6957], [0.1156, 1.2886, -1.6175], [-2.0112, 2.7733, 0.2702], [-3.2309, 1.0474, -0.5325], [-4.3368, 1.8551, -1.0100], [1.3885, 1.0607, 0.4710], [4.7441, 1.5991, 3.8310], [3.7093, 1.2077, 2.0058], [-2.6522, -2.7366, 1.0580], [1.9842, 2.2911, 0.7139], [-0.2376, -1.2335, -1.5220], [1.4407, -1.0429, 0.8723], [1.5420, 3.1871, 0.3074], [-2.1324, 1.5980, 0.0070], [4.0030, 2.2885, -1.5673], [-0.9126, -3.5722, -1.7028], [1.1924, 1.5403, -3.4257], [0.2042, 0.9733, -0.3071], [3.7005, 1.1108, -1.5966], [-5.6279, 1.3393, -0.4698], [4.6274, 0.0628, -1.1506], [6.5268, -0.9017, -0.2418], [-3.1893, 0.0934, -0.8572], [3.6094, 3.3126, 1.6366], [-2.6066, -4.9655, -0.0890], [-0.9120, -1.6460, -0.7869], [-1.0116, 0.5983, 0.4065], [3.4952, -0.9117, 2.2204], [-3.3330, -3.1579, 1.7836], [-1.2990, -2.9713, -0.8920], [-6.2286, 2.5914, 1.2078], [4.9699, 1.2897, 2.8102], [5.4693, 0.3244, 2.8493], [-0.8223, 0.7993, 1.4687], [1.9223, -0.0899, 1.0386], [-6.1677, 0.2386, -1.0416], [2.2952, -0.3156, -2.0474], [-6.4067, 1.7492, 0.5718], [-7.4953, 0.8448, 0.6353], [3.1389, 2.3559, 1.4690], [-2.2649, -1.4171, 1.1700], [-8.3096, 0.8630, 1.3300], [6.3051, 1.2655, -0.5864], [-3.6664, -5.0177, -0.3375], [-7.2935, -0.0495, -0.3682], [3.0755, -0.0105, 1.7963], [-2.4621, -5.4848, 0.8570], [-2.1735, -3.5363, 0.0244], [4.2326, -1.6265, -1.1161], [5.9948, -3.0300, -0.2168], [5.8814, 0.2804, -0.6507], [-2.0457, -5.4833, -0.8627], [-0.9455, 1.2893, -2.2140], [-2.6441, -0.8097, 1.9793], [-4.3543, 1.8422, -2.1054], [2.4881, 0.6733, -2.0198], [1.7770, 2.5881, -2.1157], [-4.1602, 2.8737, -0.6594], [5.7586, -2.0066, -0.4326], [1.4217, 1.5810, -2.3543], [7.5172, -0.9310, 0.1756], [-1.3895, -0.8509, 0.2452], [5.6489, 2.0226, 2.3809]], "atomic_forces_ev_per_a": [[0.00, -0.12, -0.12], [0.41, 0.04, -0.42], [0.14, 0.43, 0.06], [-0.39, -0.17, -0.08], [-0.08, -0.22, 0.05], [0.35, 0.16, 0.38], [0.07, 0.01, 0.08], [-0.06, 0.07, 0.00], [0.02, 0.00, -0.03], [-0.20, -0.17, 0.02], [0.05, 0.04, -0.05], [-0.04, -0.10, -0.06], [-0.07, 0.10, -0.06], [0.00, -0.46, 0.23], [0.08, 0.10, -0.04], [0.03, -0.08, -0.08], [-0.05, 0.08, 0.24], [-0.27, -0.17, 0.45], [-0.05, 0.15, -0.16], [-0.05, 0.80, 0.54], [0.43, -0.60, 0.18], [0.03, -0.20, 0.07], [0.11, 0.10, 0.06], [0.08, 0.12, -0.01], [-0.04, 0.01, 0.01], [-0.03, 0.15, 0.10], [-0.21, 0.31, -0.17], [0.07, -0.09, 0.02], [-0.07, -0.05, 0.09], [-0.05, -0.07, 0.04], [0.12, 0.21, 0.10], [-0.05, 0.02, 0.07], [0.08, -0.04, 0.02], [-0.07, 0.00, -0.23], [-0.08, 0.13, 0.05], [0.38, -0.07, -0.40], [0.04, 0.10, 0.02], [0.44, -0.06, -0.52], [-0.05, -0.46, -0.35], [0.04, -0.15, 0.09], [0.11, 0.03, -0.10], [-0.21, -0.07, 0.10], [0.03, 0.22, 0.00], [-0.05, -0.08, -0.02], [-0.62, 0.10, 0.66], [-0.10, 0.05, 0.07], [0.00, -0.09, 0.02], [0.03, 0.03, -0.02], [0.49, 0.35, 0.08], [0.10, -0.20, 0.05], [-0.46, 0.14, -0.26], [0.01, -0.08, -0.03], [0.04, 0.00, -0.19], [-0.06, 0.07, 0.10], [0.01, 0.12, 0.08], [-0.20, -0.16, -0.33], [-0.08, -0.11, -0.07], [-0.10, -0.12, -0.10], [-0.34, -0.05, -0.12], [-0.03, 0.21, -0.27], [0.16, -0.04, 0.07], [0.11, -0.22, 0.07], [0.11, 0.04, 0.00]], "e_tot_ha": -1946.64386, "relative_energy_kj_mol": 32.6, "smiles": "Cc1ccc([C@H](C(=O)NCc2ccco2)N(C(=O)CNC(=O)c2cccs2)c2ccc(C)cc2)cc1"}

# 4
{"formula": "C28H28AsN5RuS", "method": "ωB97M-V with the def2-TZVPD basis set", "elements": ["C", "H", "N", "C", "N", "C", "C", "C", "H", "S", "As", "C", "H", "H", "H", "N", "C", "C", "N", "Ru", "H", "C", "H", "N", "H", "H", "H", "C", "H", "C", "H", "C", "C", "C", "C", "H", "H", "H", "H", "C", "H", "C", "C", "H", "H", "C", "C", "H", "C", "H", "H", "C", "H", "H", "H", "H", "C", "C", "C", "H", "C", "C", "C", "H"], "xyz": [[-1.1043, -4.2376, 2.2891], [2.3739, 0.1542, 5.1490], [-0.0374, 2.0266, 0.3933], [1.2769, -4.4994, 2.5253], [-7.5818, 0.2146, -0.0251], [-1.1505, 5.2791, 0.7608], [-0.7579, 1.4539, 4.6141], [-1.5883, 0.8832, 6.7940], [-5.0022, 0.3175, 2.3003], [2.1635, -0.2408, 0.2766], [0.4645, -0.3880, 2.7861], [-4.3925, 0.2003, 1.4139], [-2.0516, 1.1785, 7.7258], [-2.2829, -0.2034, -1.7935], [1.5862, -2.4463, -1.0634], [0.0044, 4.4818, 0.3414], [2.3190, -0.0415, 3.0050], [0.0208, -5.0522, 2.3132], [0.7142, -2.9082, -0.8192], [-0.1711, 0.0335, 0.5537], [1.7006, 5.5473, 1.0164], [-2.8460, -0.1041, -0.8690], [-1.4286, -1.1811, 7.3553], [-0.2729, -1.8593, -0.6830], [-2.5666, 0.2384, 2.4879], [-0.3848, -1.8696, 5.2320], [-1.6200, 2.8669, 5.9747], [-0.6514, -0.8325, 5.3909], [2.1513, -5.1360, 2.5539], [4.3163, 0.3599, 4.2562], [1.1132, 5.9665, -0.6114], [-2.1929, -0.0131, 0.3676], [1.2839, 5.1516, 0.0895], [-1.3475, 1.8331, 5.8099], [-0.4075, 0.1227, 4.4092], [-2.0852, -4.6679, 2.1351], [2.3987, -2.6992, 2.8562], [0.8678, -3.2579, 0.1244], [-1.2846, 6.0976, 0.0558], [-4.2264, -0.0484, -0.9776], [-0.5699, 2.1962, 3.8461], [1.4163, -3.1283, 2.7001], [-0.0433, 3.1830, 0.4065], [-0.0824, -6.1198, 2.1730], [6.1048, 0.5185, 3.0810], [-6.4376, 0.1619, 0.0589], [-5.0034, 0.1011, 0.1667], [-4.7062, -0.1142, -1.9451], [0.2898, -2.3108, 2.6690], [1.9815, 4.4441, -0.3503], [-1.1453, -2.3286, -0.4516], [5.0346, 0.3589, 3.0612], [-2.0427, 4.6583, 0.7533], [4.8255, 0.5094, 5.1981], [4.9717, 0.1852, 0.9234], [-1.8570, -2.2402, 2.4554], [4.4038, 0.1685, 1.8444], [2.9471, 0.1621, 4.2295], [3.0209, -0.0233, 1.8021], [-0.9929, 5.6837, 1.7614], [-1.2403, -0.4434, 6.5868], [-3.0105, 0.1481, 1.5020], [-0.9723, -2.8674, 2.4704], [-0.4258, -1.4967, -1.6231]], "atomic_forces_ev_per_a": [[0.01, 0.06, 0.01], [-0.02, 0.01, -0.01], [-0.37, 0.62, 0.97], [-0.01, -0.04, -0.02], [-0.01, 0.00, 0.00], [0.01, 0.01, -0.04], [0.01, 0.03, 0.02], [0.00, 0.00, 0.00], [0.00, 0.01, 0.00], [0.15, 0.18, 0.07], [-0.30, -0.48, -0.66], [0.05, -0.03, 0.02], [0.00, 0.00, 0.00], [0.02, 0.01, -0.01], [0.02, 0.02, 0.07], [-0.07, -0.05, -0.04], [-0.01, 0.18, 0.05], [0.04, -0.01, 0.01], [-0.02, -0.02, -0.01], [1.11, -0.61, -1.73], [0.00, 0.01, 0.00], [0.09, -0.05, -0.04], [0.00, 0.00, 0.00], [-0.12, -0.08, 0.63], [0.02, 0.01, -0.02], [0.00, 0.00, -0.01], [0.00, 0.00, 0.00], [-0.02, 0.08, 0.05], [0.00, 0.00, -0.01], [0.03, -0.01, -0.05], [0.02, 0.00, 0.00], [-0.57, 0.38, 0.84], [-0.02, 0.00, 0.06], [0.00, -0.01, -0.01], [-0.15, 0.07, -0.03], [0.00, 0.00, 0.01], [0.00, 0.00, 0.01], [0.00, -0.02, 0.00], [-0.01, 0.00, 0.00], [0.02, -0.01, -0.06], [0.00, -0.02, -0.02], [-0.05, 0.03, 0.00], [0.26, -0.05, -0.14], [0.00, 0.00, 0.00], [0.00, -0.01, 0.01], [0.06, 0.00, 0.01], [-0.08, 0.00, -0.01], [0.00, 0.00, 0.00], [0.15, -0.06, 0.31], [0.01, 0.00, 0.01], [-0.01, -0.01, -0.04], [0.01, 0.02, 0.06], [0.00, 0.00, 0.01], [0.01, 0.01, 0.00], [0.00, -0.02, 0.00], [0.01, 0.03, -0.01], [-0.06, -0.01, -0.05], [0.00, -0.06, -0.04], [0.05, 0.01, -0.01], [-0.01, 0.01, 0.00], [0.00, -0.03, -0.01], [-0.18, -0.03, -0.11], [-0.04, -0.04, -0.01], [-0.02, -0.06, -0.02]], "e_tot_ha": -4086.11510, "charge": 1, "spin_multiplicity": 2, "relative_energy_kj_mol": 65.0}